Molecular formula: C3H6Cl2OSi
Method: DFT, wB97M-V/def2-TZVPD

Summary:
SMILES	C=C[Si@@](C)(Cl)OCl
energy relative to the best compared isomer or geometry (same formula, charge and spin)	287.0	kJ/mol
net charge	0
LUMO	-0.287	eV

Cartesian coordinates (Å):
C -0.839 2.179 -0.661
C 0.039 1.211 -0.779
C 0.739 -0.930 1.702
O 0.519 -1.278 -1.504
Si -0.212 -0.610 -0.221
Cl 0.920 -2.903 -1.773
Cl -2.129 -1.100 0.226
H -0.709 3.184 -1.074
H -1.803 1.785 -0.517
H 0.947 1.414 -1.337
H 1.769 -0.895 1.648
H 0.364 -0.131 2.200
H 0.394 -1.926 2.090

***

Molecular formula: C3H6Cl2Si
Method: DFT, wB97M-V/def2-TZVPD

Summary:
SMILES	C=C(C)[SiH](Cl)Cl
energy relative to the best compared isomer or geometry (same formula, charge and spin)	361.1	kJ/mol
net charge	0
LUMO (spin up / spin down)	-0.307 / -0.014	eV

Cartesian coordinates (Å):
C 0.267 -0.530 -1.800
C 0.522 0.012 -0.040
C -0.725 0.220 0.717
Si 2.261 0.025 0.591
Cl 3.251 -1.656 0.042
Cl 3.254 1.624 -0.164
H 1.146 -0.685 -2.376
H -0.742 -0.507 -2.137
H -0.659 1.133 1.312
H -0.884 -0.607 1.414
H -1.589 0.285 0.061
H 2.330 0.116 2.045

***

Molecular formula: C3H6Cl3N2
Method: DFT, wB97M-V/def2-TZVPD

Summary:
SMILES	NC(=[NH2+])[C@@H](Cl)C(Cl)Cl
energy relative to the best compared isomer or geometry (same formula, charge and spin)	67.3	kJ/mol
net charge	+1
LUMO	-3.483	eV

Cartesian coordinates (Å):
C 0.965 -0.049 -0.398
C -0.920 0.140 -0.300
C -1.346 -0.094 1.118
N 1.642 1.003 0.006
N 1.189 -1.197 -0.853
Cl -1.624 -1.045 -1.328
Cl -3.157 0.101 1.141
Cl -0.714 1.256 2.179
H -1.222 1.089 -0.840
H -1.176 -1.142 1.314
H 1.043 1.767 0.423
H 2.649 1.230 0.077
H 0.473 -1.688 -1.423
H 2.199 -1.370 -1.116

***

Molecular formula: C3H6ClF
Method: DFT, wB97M-V/def2-TZVPD

Summary:
SMILES	CC[C@H](F)Cl
energy relative to the best compared isomer or geometry (same formula, charge and spin)	61.0	kJ/mol
net charge	0
LUMO	0.633	eV

Cartesian coordinates (Å):
C 0.219 -1.423 -1.966
C -0.522 -0.469 -1.021
C 0.445 0.052 -0.022
H -0.613 -2.026 -2.567
H 0.961 -0.959 -2.690
H 0.727 -2.123 -1.310
H -0.827 0.513 -1.494
H -1.464 -0.976 -0.537
H 1.299 0.631 -0.452
F 0.854 -0.940 0.869
Cl -0.507 1.438 1.134

***

Copy entry 4 word for word.
Molecular formula: C3H6ClF
Method: DFT, wB97M-V/def2-TZVPD

Summary:
SMILES	CC[C@H](F)Cl
energy relative to the best compared isomer or geometry (same formula, charge and spin)	61.0	kJ/mol
net charge	0
LUMO	0.633	eV

Cartesian coordinates (Å):
C 0.219 -1.423 -1.966
C -0.522 -0.469 -1.021
C 0.445 0.052 -0.022
H -0.613 -2.026 -2.567
H 0.961 -0.959 -2.690
H 0.727 -2.123 -1.310
H -0.827 0.513 -1.494
H -1.464 -0.976 -0.537
H 1.299 0.631 -0.452
F 0.854 -0.940 0.869
Cl -0.507 1.438 1.134

***

Question: The highest net charge belongs to which entry?
Answer: C3H6Cl3N2